# 1
A molecular structure, C62H73N3O6PS2Sr. Source: the Open Molecules 2025 dataset; level of theory: wB97M-V/def2-TZVPD.

XYZ file:
```
148
Properties=species:S:1:pos:R:3
Sr 0.804 0.002 -1.140
C 4.384 4.531 4.354
C 4.764 3.214 3.664
C 5.942 3.487 2.725
C 5.225 2.185 4.709
C 3.554 2.662 2.917
C 3.503 2.571 1.562
C 2.377 2.008 0.899
N 2.147 1.941 -0.404
C 2.800 2.298 -1.493
C 4.178 2.618 -1.648
C 4.668 3.007 -2.851
C 3.750 3.151 -3.940
C 2.438 2.790 -3.923
C 1.905 2.257 -2.672
O 0.753 1.814 -2.526
C 1.622 2.942 -5.219
C 1.495 4.443 -5.530
C 2.352 2.229 -6.368
C 0.206 2.357 -5.167
C 6.140 3.321 -3.089
C 6.651 2.566 -4.326
C 6.289 4.834 -3.314
C 7.018 2.914 -1.903
C 1.248 1.484 1.679
O 0.299 0.926 1.098
C 1.294 1.683 3.125
C 2.411 2.238 3.669
C 0.113 1.217 3.975
C 0.017 -0.315 3.874
C 0.261 1.608 5.448
C -1.193 1.848 3.460
H 5.229 4.934 4.919
H 3.548 4.391 5.041
H 4.086 5.269 3.607
H 6.805 3.821 3.304
H 5.698 4.269 2.005
H 6.225 2.583 2.182
H 6.132 2.534 5.208
H 5.437 1.231 4.225
H 4.462 2.014 5.469
H 4.308 2.956 0.958
H 4.838 2.459 -0.810
H 4.154 3.551 -4.863
H 2.472 4.918 -5.644
H 0.962 4.949 -4.722
H 0.933 4.586 -6.456
H 3.362 2.613 -6.524
H 1.795 2.366 -7.298
H 2.408 1.160 -6.158
H -0.402 2.839 -4.406
H 0.232 1.289 -4.962
H -0.268 2.510 -6.142
H 6.168 2.909 -5.241
H 6.457 1.498 -4.224
H 7.727 2.719 -4.437
H 5.707 5.161 -4.176
H 7.336 5.097 -3.487
H 5.934 5.382 -2.439
H 6.925 1.844 -1.705
H 6.754 3.464 -0.998
H 8.063 3.131 -2.132
H 2.447 2.400 4.739
H 0.887 -0.784 4.340
H -0.017 -0.623 2.832
H -0.888 -0.670 4.379
H 1.146 1.156 5.901
H -0.612 1.258 6.003
H 0.320 2.693 5.562
H -1.396 1.526 2.442
H -1.124 2.938 3.472
H -2.028 1.548 4.102
O 0.647 -1.225 -5.113
C 0.083 -1.617 -4.103
O 0.252 -1.201 -2.893
C -0.987 -2.744 -4.110
P -1.444 -2.678 -2.309
C -3.019 -3.686 -2.317
C -3.166 -4.975 -2.827
C -4.406 -5.597 -2.819
C -5.514 -4.940 -2.297
C -5.384 -3.655 -1.791
C -4.141 -3.034 -1.808
C -0.290 -3.961 -1.662
C 1.068 -3.947 -1.983
C 1.939 -4.863 -1.410
C 1.480 -5.809 -0.508
C 0.132 -5.834 -0.179
C -0.737 -4.917 -0.747
H -0.546 -3.699 -4.402
H -1.819 -2.526 -4.779
H -2.299 -5.486 -3.228
H -4.512 -6.598 -3.221
H -6.480 -5.431 -2.297
H -6.249 -3.137 -1.390
H -4.019 -2.021 -1.433
H 1.465 -3.196 -2.651
H 2.988 -4.833 -1.678
H 2.168 -6.521 -0.069
H -0.247 -6.563 0.527
H -1.782 -4.939 -0.473
S -2.623 0.858 -0.558
C -3.196 0.080 0.796
N -4.215 0.577 1.546
C -4.673 -0.153 2.713
C -4.716 -1.631 2.390
N -3.369 -2.031 2.038
C -2.946 -3.419 2.204
C -3.688 -4.134 3.296
C -3.388 -3.884 4.632
C -4.088 -4.522 5.644
C -5.095 -5.426 5.331
C -5.393 -5.691 4.003
C -4.692 -5.047 2.992
C -2.649 -1.243 1.172
S -1.251 -1.782 0.482
C -5.012 1.729 1.139
C -6.292 1.288 0.461
C -6.252 0.732 -0.818
C -7.415 0.295 -1.431
C -8.635 0.408 -0.776
C -8.682 0.954 0.496
C -7.516 1.387 1.113
H -5.662 0.211 2.986
H -3.987 0.011 3.552
H -5.420 -1.804 1.562
H -5.050 -2.197 3.256
H -1.876 -3.396 2.422
H -3.065 -3.948 1.251
H -2.594 -3.186 4.871
H -3.849 -4.317 6.680
H -5.641 -5.925 6.121
H -6.176 -6.396 3.757
H -4.919 -5.256 1.953
H -4.400 2.311 0.454
H -5.238 2.324 2.026
H -5.300 0.646 -1.325
H -7.370 -0.131 -2.426
H -9.545 0.073 -1.257
H -9.631 1.048 1.010
H -7.562 1.812 2.110
C 4.335 -1.280 0.397
C 3.002 -1.064 -0.325
O 1.950 -1.350 0.294
O 3.030 -0.596 -1.487
H 4.198 -1.091 1.461
H 5.095 -0.617 -0.014
H 4.649 -2.316 0.263
```

Summary:
Kohn-Sham gap (spin up / spin down): 5.612 / 5.612 eV
charge: -1
2S+1: 1

# 2
A molecular structure, C27H39Cl5N2O5PtSSiTe2. Source: the Open Molecules 2025 dataset; level of theory: wB97M-V/def2-TZVPD.

XYZ file:
```
83
Properties=species:S:1:pos:R:3
Pt -0.034 2.380 0.783
Cl 5.346 -0.460 5.071
C 4.424 0.302 3.829
C 3.145 0.778 4.090
Cl 2.459 0.597 5.662
C 2.406 1.384 3.085
Cl 0.787 1.937 3.414
C 2.897 1.545 1.777
O 2.229 2.082 0.810
C 4.200 1.051 1.543
Cl 4.819 1.193 -0.066
C 4.944 0.445 2.542
Cl 6.523 -0.152 2.191
C 1.849 2.756 -2.804
Te 1.096 1.194 -1.552
C -0.563 1.358 -2.888
C 0.053 1.743 -4.206
C -0.517 1.423 -5.431
C 0.092 1.829 -6.610
C 1.271 2.559 -6.567
C 1.846 2.878 -5.345
C 1.245 2.473 -4.160
H 2.936 2.713 -2.820
H 1.543 3.710 -2.374
H -1.174 2.170 -2.483
H -1.138 0.438 -2.897
H -1.435 0.850 -5.461
H -0.350 1.569 -7.562
H 1.751 2.869 -7.485
H 2.775 3.433 -5.313
Te -2.485 2.311 0.381
N 0.373 7.155 0.982
C -0.034 5.877 1.058
N -1.244 5.647 1.578
S 0.987 4.641 0.525
H -0.202 7.923 1.281
H 1.283 7.349 0.603
H -1.815 6.379 1.961
H -1.527 4.679 1.689
C -4.349 -1.522 -0.152
C -3.643 -1.412 1.193
C -4.462 -0.576 2.166
C -3.380 -2.788 1.788
O -2.423 -0.709 0.992
Si -0.872 -1.106 0.574
O 0.027 0.191 0.781
O -0.882 -1.568 -1.009
C -0.532 -2.759 -1.715
C -1.256 -3.960 -1.128
C 0.975 -2.956 -1.626
C -0.957 -2.539 -3.161
O -0.359 -2.382 1.460
C 0.606 -2.455 2.518
C 0.696 -3.927 2.885
C 1.959 -1.940 2.044
C 0.098 -1.621 3.686
H -5.282 -2.082 -0.061
H -3.709 -2.025 -0.876
H -4.582 -0.529 -0.541
H -5.438 -1.032 2.342
H -4.625 0.427 1.769
H -3.941 -0.491 3.120
H -4.333 -3.288 1.972
H -2.843 -2.703 2.733
H -2.787 -3.413 1.121
H -0.949 -4.135 -0.096
H -1.025 -4.852 -1.713
H -2.336 -3.810 -1.158
H 1.285 -3.021 -0.584
H 1.503 -2.122 -2.093
H 1.272 -3.877 -2.131
H -2.023 -2.312 -3.209
H -0.766 -3.430 -3.762
H -0.403 -1.711 -3.603
H 1.058 -4.508 2.036
H -0.285 -4.308 3.170
H 1.383 -4.072 3.720
H 2.302 -2.508 1.178
H 2.696 -2.063 2.840
H 1.904 -0.890 1.766
H -0.850 -2.014 4.056
H -0.051 -0.588 3.371
H 0.818 -1.621 4.507
```

Summary:
Kohn-Sham gap (spin up / spin down): 6.655 / 5.433 eV
charge: 0
2S+1: 5

Energy above the lowest of the compared OMol25 structures with the same formula, charge and spin, record by record: 210.0, 38.9 kJ/mol
Max |F|, record by record: 0.0571, 0.0126 Eh/bohr